(1)
Entry from the OMol25 dataset: C6H24F3HfN12O6 as an isolated structure in a non-equilibrium geometry (ωB97M-V/def2-TZVPD).

Values from the calculation:
HOMO-LUMO gap: 9.85 eV
molecular weight: 595.8 g/mol
E: -46245.76431 eV
charge: +1
HOMO energy: -11.75 eV
LUMO energy: -0.070 Eh
energy above the lowest of the compared OMol25 structures with the same formula, charge and spin: 5.5 kcal/mol

Each line ends with the Mulliken charge.
Cartesian coordinates (Å):
Hf  -26.666  4.973  -1.786  3.328
F  -28.339  6.234  -2.085  -0.704
F  -26.145  6.437  -0.233  -0.761
F  -26.415  4.671  -3.979  -0.789
C  -25.510  3.769  1.397  0.374
O  -25.704  3.935  0.199  -0.264
N  -25.230  2.553  1.959  -0.418
N  -25.547  4.866  2.204  -0.370
H  -24.859  1.841  1.360  0.218
H  -25.117  2.515  2.955  0.163
H  -25.735  5.727  1.703  0.180
H  -25.564  4.842  3.206  0.178
C  -29.078  2.689  -2.882  0.529
O  -28.291  3.476  -2.365  -0.696
N  -29.854  3.018  -3.941  -0.442
N  -29.036  1.353  -2.558  -0.408
H  -30.461  2.297  -4.282  0.171
H  -29.861  3.994  -4.186  0.268
H  -29.766  0.776  -2.942  0.187
H  -28.591  0.997  -1.734  0.232
C  -25.484  7.500  -3.883  0.500
O  -25.918  7.004  -2.854  -0.555
N  -25.600  6.884  -5.086  -0.350
N  -24.825  8.703  -3.862  -0.437
H  -25.276  7.224  -5.968  0.115
H  -26.062  5.979  -4.967  0.338
H  -24.782  9.245  -3.021  0.239
H  -24.648  9.139  -4.749  0.165
C  -25.137  1.615  -2.416  0.482
O  -25.586  2.689  -2.072  -0.451
N  -25.308  0.500  -1.633  -0.422
N  -24.524  1.413  -3.624  -0.475
H  -25.056  -0.432  -1.900  0.173
H  -25.799  0.678  -0.776  0.210
H  -24.223  2.229  -4.124  0.232
H  -24.034  0.537  -3.684  0.183
C  -29.080  4.563  0.889  0.355
O  -28.165  4.452  0.093  -0.397
N  -30.177  3.751  0.832  -0.405
N  -29.090  5.509  1.861  -0.399
H  -30.302  3.105  0.079  0.177
H  -30.978  4.003  1.382  0.173
H  -29.750  5.474  2.618  0.175
H  -28.275  6.073  2.020  0.240
C  -23.302  5.782  -2.044  0.436
O  -24.313  5.100  -1.926  -0.207
N  -23.105  6.831  -1.205  -0.378
N  -22.384  5.642  -3.035  -0.435
H  -23.831  7.038  -0.534  0.193
H  -22.330  7.468  -1.237  0.180
H  -21.682  6.327  -3.245  0.170
H  -22.493  4.924  -3.727  0.194

=====

(2)
Entry from the OMol25 dataset: a 2-piece molecular cluster, C6H12N2OS overall in a non-equilibrium geometry (ωB97M-V/def2-TZVPD).

Values from the calculation:
HOMO-LUMO gap (spin up / spin down): 8.34 / 8.97 eV
molecular weight: 160.2 g/mol
E: -22271.66354 eV
HOMO energy (spin up / spin down): -8.89 / -9.28 eV
LUMO energy (spin up / spin down): -0.020 / -0.011 Eh
energy above the lowest of the compared OMol25 structures with the same formula, charge and spin: 179.0 kcal/mol

Each line ends with the Mulliken charge.
Cartesian coordinates (Å):
C  1.114  -1.624  0.529  -0.631
C  2.188  -1.345  -0.548  -0.512
C  -3.048  0.957  0.753  -0.458
C  -2.971  0.782  -0.749  -0.278
C  0.892  -0.269  1.302  -0.868
C  1.716  -0.047  -1.300  -0.766
N  -0.297  1.806  -0.084  -0.553
N  -2.035  0.249  0.085  -0.240
O  1.995  2.017  0.302  -0.706
S  0.983  1.033  0.059  1.076
H  0.189  -2.005  0.328  0.434
H  1.557  -2.193  1.419  0.280
H  3.215  -1.091  -0.251  0.312
H  2.108  -2.117  -1.388  0.262
H  -2.525  1.918  1.119  0.216
H  -3.845  0.547  1.347  0.281
H  -3.618  -0.016  -1.229  0.240
H  -2.768  1.747  -1.326  0.241
H  -0.115  -0.384  1.698  0.361
H  1.820  -0.106  1.811  0.534
H  2.534  0.445  -1.850  0.400
H  0.913  -0.303  -2.025  0.371

=====

(3)
Entry from the OMol25 dataset: a 2-piece molecular cluster, CH5NO overall in a non-equilibrium geometry (ωB97M-V/def2-TZVPD).

Values from the calculation:
HOMO-LUMO gap: 11.23 eV
molecular weight: 47.1 g/mol
E: -4654.38048 eV
HOMO energy: -10.21 eV
LUMO energy: 0.037 Eh
energy above the lowest of the compared OMol25 structures with the same formula, charge and spin: 23.1 kcal/mol

Each line ends with the Mulliken charge.
Cartesian coordinates (Å):
C  -1.023  -2.076  0.898  -0.238
N  -0.484  -1.673  -0.133  -0.431
H  -1.948  -1.679  1.356  0.231
H  -0.453  -2.642  1.668  0.169
H  0.490  -2.100  -0.103  0.269
H  1.674  3.697  -1.697  0.318
H  0.918  3.176  -0.520  0.316
O  0.825  3.297  -1.468  -0.636

=====

(4)
Entry from the OMol25 dataset: C30H21F5N4O2PS4SeW as an isolated structure in a non-equilibrium geometry (ωB97M-V/def2-TZVPD).

Values from the calculation:
2S+1: 2
HOMO-LUMO gap (spin up / spin down): 4.96 / 5.22 eV
molecular weight: 986.6 g/mol
E: -174888.02316 eV
HOMO energy (spin up / spin down): -8.27 / -8.52 eV
LUMO energy (spin up / spin down): -0.122 / -0.121 Eh
energy above the lowest of the compared OMol25 structures with the same formula, charge and spin: 57.1 kcal/mol
expectation value of S²: 0.768

Each line ends with the Löwdin spin population.
Cartesian coordinates (Å):
W  -5.796  -20.537  -4.592  0.952
C  -5.316  -23.898  -10.504  0.000
C  -5.993  -24.225  -9.187  0.000
O  -6.383  -22.981  -8.570  0.000
P  -6.587  -22.887  -7.007  0.000
S  -7.447  -21.080  -6.730  -0.009
S  -4.863  -23.034  -5.981  -0.004
O  -7.567  -24.118  -6.762  0.000
C  -7.697  -24.914  -5.580  0.000
C  -8.193  -26.285  -5.999  0.000
H  -5.221  -24.799  -11.103  0.000
H  -4.326  -23.480  -10.336  0.000
H  -5.919  -23.175  -11.049  0.000
H  -5.319  -24.764  -8.514  0.000
H  -6.895  -24.823  -9.341  0.000
H  -8.407  -24.431  -4.905  0.000
H  -6.724  -24.978  -5.083  0.000
H  -9.160  -26.203  -6.487  0.000
H  -8.293  -26.911  -5.117  0.000
H  -7.491  -26.745  -6.689  0.000
S  -3.255  -20.779  -4.767  -0.015
C  -3.126  -19.508  -3.591  0.000
S  -4.636  -19.340  -2.732  -0.022
C  -2.020  -18.736  -3.385  0.014
C  -0.892  -18.820  -4.224  0.001
N  -0.009  -18.823  -4.956  0.006
C  -1.983  -17.747  -2.381  0.001
N  -1.929  -16.933  -1.577  0.007
F  -8.979  -18.272  0.400  0.001
C  -8.476  -18.547  -0.812  0.001
C  -8.283  -19.918  -1.320  0.000
F  -7.066  -20.213  -1.972  0.016
C  -9.203  -19.084  -2.084  0.002
F  -10.499  -19.333  -2.302  0.000
C  -8.403  -18.096  -2.952  0.015
Se  -7.474  -18.654  -4.573  -0.004
C  -8.663  -16.732  -2.505  0.003
F  -9.834  -16.185  -2.181  0.001
C  -7.765  -17.503  -1.658  0.000
F  -6.471  -17.188  -1.480  0.000
C  -10.667  -23.197  -2.620  -0.002
C  -10.395  -22.196  -3.562  0.001
C  -9.107  -21.890  -3.905  -0.001
C  -8.010  -22.546  -3.299  0.005
C  -6.656  -22.182  -3.609  -0.004
C  -5.658  -22.810  -2.862  0.009
C  -5.933  -23.789  -1.895  0.000
C  -7.223  -24.167  -1.648  0.004
C  -8.293  -23.547  -2.325  0.000
C  -9.635  -23.868  -2.027  0.000
H  -11.690  -23.424  -2.366  0.000
H  -11.209  -21.653  -4.014  0.000
H  -8.934  -21.117  -4.646  0.001
H  -4.599  -22.573  -3.039  0.002
H  -5.113  -24.241  -1.357  0.000
H  -7.434  -24.920  -0.903  0.000
H  -9.831  -24.635  -1.294  0.000
N  -2.497  -15.895  -9.641  0.002
C  -3.009  -16.599  -8.896  0.000
C  -3.667  -17.462  -7.992  0.004
C  -4.038  -18.757  -8.377  -0.001
C  -4.707  -19.552  -7.478  0.005
N  -5.035  -19.164  -6.227  0.003
C  -4.652  -17.915  -5.861  0.003
C  -3.978  -17.051  -6.690  -0.001
H  -3.802  -19.129  -9.362  0.000
H  -4.993  -20.562  -7.760  0.000
H  -4.916  -17.592  -4.856  0.001
H  -3.701  -16.070  -6.338  0.000